Formula: C36H64BF2I2N4O18
Source: OMol25
Level of theory: ωB97M-V/def2-TZVPD

Computed properties:
**Energy above the lowest of the compared OMol25 structures with the same formula, charge and spin**: 301.0 kcal per mole
**Charge**: +1

CARTESIAN COORDINATES (ANGSTROEM)
C1 -2.989 -4.303 1.499
C2 -3.144 -3.956 -0.130
I1 -1.279 -3.770 -1.259
C3 -4.538 -3.810 -0.713
I2 -6.201 -4.122 0.668
O1 -4.606 -3.509 -2.147
C4 -5.864 -2.857 -2.536
O2 -7.023 -3.559 -2.681
C5 -6.013 -1.232 -2.907
C6 -5.095 -0.500 -4.098
C7 -3.964 -1.298 -4.979
C8 -2.430 -1.181 -4.379
C9 -2.069 0.274 -3.714
C10 -0.560 0.336 -3.025
C11 -0.585 -0.163 -1.463
N1 -0.446 0.939 -0.435
C12 -5.313 1.116 -4.468
N2 -4.521 1.819 -5.589
N3 -6.336 1.976 -3.697
F1 -6.535 3.314 -3.982
C13 -7.225 1.386 -2.583
B1 -8.299 2.436 -1.838
N4 -9.765 2.071 -1.545
O3 -7.888 3.803 -1.362
C14 -7.105 -0.227 -2.161
C15 -8.139 -0.744 -0.999
C16 -9.642 -1.177 -1.593
F2 -10.576 -1.234 -0.408
H1 -3.399 -3.334 2.051
H2 -3.558 -5.279 1.812
H3 -1.835 -4.363 1.796
H4 -3.940 -0.938 -6.117
H5 -4.320 -2.435 -5.035
H6 -1.601 -1.386 -5.211
H7 -2.327 -2.068 -3.590
H8 -2.043 1.066 -4.602
H9 -2.820 0.611 -2.879
H10 -0.153 1.453 -3.121
H11 0.214 -0.325 -3.631
H12 -1.632 -0.708 -1.302
H13 0.255 -0.975 -1.263
H14 0.554 0.910 -0.089
H15 -1.015 0.597 0.396
H16 -5.099 2.620 -5.984
H17 -4.441 1.161 -6.422
H18 -10.317 2.974 -1.592
H19 -9.807 1.822 -0.511
H20 -8.376 3.937 -0.496
H21 -8.236 0.001 -0.071
H22 -7.690 -1.736 -0.557
H23 -9.531 -2.271 -2.055
H24 -10.059 -0.416 -2.378
C17 2.526 1.723 -8.438
C18 2.058 3.142 -8.165
O4 0.758 3.369 -8.725
C19 -0.280 2.849 -8.026
O5 -0.202 2.223 -6.979
O6 -1.424 3.118 -8.706
C20 -2.589 2.535 -8.126
H25 2.479 1.501 -9.508
H26 3.553 1.581 -8.089
H27 1.889 0.990 -7.934
H28 2.739 3.847 -8.651
H29 2.065 3.373 -7.093
H30 -2.687 2.806 -7.069
H31 -2.559 1.449 -8.246
H32 -3.462 2.919 -8.661
C21 -0.412 0.410 6.577
C22 -0.494 -0.633 5.476
O7 -0.068 -0.087 4.221
C23 1.272 0.037 4.060
O8 2.127 -0.279 4.874
O9 1.502 0.599 2.846
C24 2.876 0.878 2.591
H33 -0.965 1.311 6.296
H34 -0.822 0.017 7.512
H35 0.622 0.716 6.759
H36 -1.536 -0.943 5.349
H37 0.082 -1.532 5.724
H38 3.498 -0.013 2.736
H39 3.214 1.694 3.236
H40 2.970 1.197 1.550
C25 4.575 -0.473 6.525
C26 5.899 -0.986 5.986
O10 6.927 -0.891 6.980
C27 6.904 -1.846 7.941
O11 6.101 -2.764 8.025
O12 7.911 -1.591 8.815
C28 7.935 -2.470 9.937
H41 4.688 0.539 6.926
H42 3.816 -0.462 5.738
H43 4.210 -1.100 7.344
H44 6.213 -0.359 5.145
H45 5.815 -2.012 5.610
H46 7.943 -3.519 9.623
H47 7.078 -2.267 10.585
H48 8.851 -2.273 10.503
C29 5.223 -5.785 8.579
C30 4.852 -5.298 9.968
O13 4.047 -6.267 10.652
C31 4.714 -7.331 11.159
O14 5.919 -7.526 11.090
O15 3.808 -8.163 11.735
C32 4.371 -9.378 12.222
H49 4.328 -6.065 8.016
H50 5.760 -5.007 8.027
H51 5.860 -6.673 8.625
H52 4.249 -4.388 9.883
H53 5.739 -5.043 10.560
H54 5.213 -9.186 12.896
H55 4.684 -10.005 11.383
H56 3.597 -9.910 12.782
C33 6.446 8.159 -6.569
C34 5.171 8.648 -5.904
O16 4.102 8.743 -6.854
C35 3.519 7.570 -7.200
O17 3.817 6.464 -6.773
O18 2.561 7.831 -8.126
C36 1.935 6.663 -8.651
H57 6.697 8.785 -7.430
H58 7.281 8.173 -5.862
H59 6.333 7.137 -6.943
H60 5.334 9.656 -5.509
H61 4.884 8.012 -5.058
H62 1.545 6.025 -7.851
H63 2.644 6.110 -9.274
H64 1.097 6.980 -9.278

=====

Formula: C36H65Br18F2N3O3
Source: OMol25
Level of theory: ωB97M-V/def2-TZVPD

Computed properties:
**Charge**: 0
**SMILES string**: [H]/N=C(/C)C[C@@](CC(=O)F)(NOCC)[C@](F)(CCCN)O[C@@H](C#C)CC=C.BrCCBr.BrCCBr.BrCCBr.BrCCBr.BrCCBr.BrCCBr.BrCCBr.BrCCBr.BrCCBr

CARTESIAN COORDINATES (ANGSTROEM)
C1 4.118 3.218 3.335
C2 3.503 2.766 2.249
C3 2.725 2.285 0.890
C4 3.930 1.877 -0.146
C5 5.282 2.750 0.073
C6 6.545 2.094 -0.333
O1 1.901 1.166 1.296
C7 0.833 0.873 0.364
F1 0.935 1.578 -0.918
C8 0.979 -0.715 -0.019
C9 2.149 -1.396 0.918
C10 2.035 -3.010 0.605
N1 3.373 -3.692 0.577
C11 -0.578 1.216 1.150
C12 -0.526 2.787 1.460
C13 -1.817 3.508 2.034
C14 -1.695 5.136 2.211
N2 -2.973 2.998 2.434
C15 -0.757 0.289 2.499
C16 -0.035 0.907 3.799
O2 -0.456 1.862 4.508
F2 1.260 0.340 4.181
N3 -1.741 0.875 0.275
O3 -1.997 1.813 -0.681
C17 -3.182 1.427 -1.470
C18 -4.543 1.764 -0.637
H1 4.801 3.680 4.135
H2 2.141 3.222 0.547
H3 3.513 2.171 -1.206
H4 4.151 0.752 -0.165
H5 5.341 3.827 0.467
H6 7.296 1.645 0.434
H7 6.753 2.041 -1.480
H8 0.035 -1.337 0.188
H9 1.364 -0.822 -1.105
H10 3.201 -1.009 0.674
H11 1.871 -1.303 2.049
H12 1.363 -3.556 1.385
H13 1.507 -3.162 -0.420
H14 3.525 -4.107 1.510
H15 4.137 -3.016 0.410
H16 0.367 3.056 2.166
H17 -0.254 3.322 0.456
H18 -0.585 5.451 2.344
H19 -2.287 5.433 3.173
H20 -2.203 5.662 1.326
H21 -2.884 1.978 2.293
H22 -1.881 0.164 2.789
H23 -0.354 -0.786 2.372
H24 -1.711 -0.088 -0.095
H25 -3.152 0.302 -1.750
H26 -3.124 2.053 -2.452
H27 -5.366 1.940 -1.435
H28 -4.770 0.896 0.080
H29 -4.384 2.780 -0.106
Br1 -2.046 -2.704 -0.783
C19 -2.944 -3.785 -2.137
C20 -2.885 -3.126 -3.493
Br2 -4.167 -1.664 -3.625
H30 -3.962 -3.957 -1.784
H31 -2.403 -4.733 -2.146
H32 -3.175 -3.830 -4.275
H33 -1.903 -2.712 -3.730
Br3 -0.257 -1.817 -8.905
C21 -1.709 -3.085 -8.612
C22 -2.059 -3.187 -7.148
Br4 -0.750 -4.262 -6.182
H34 -1.397 -4.034 -9.050
H35 -2.552 -2.687 -9.182
H36 -3.009 -3.709 -7.016
H37 -2.110 -2.219 -6.647
Br5 0.076 -9.562 -5.469
C23 0.456 -7.803 -4.720
C24 -0.063 -7.686 -3.308
Br6 -1.995 -7.423 -3.285
H38 0.028 -7.067 -5.401
H39 1.545 -7.717 -4.738
H40 0.350 -6.801 -2.819
H41 0.146 -8.564 -2.696
Br7 -1.657 -3.105 2.841
C25 -1.508 -3.856 4.634
C26 -0.347 -3.252 5.384
Br8 1.349 -4.003 4.785
H42 -1.435 -4.939 4.521
H43 -2.453 -3.611 5.123
H44 -0.407 -3.496 6.447
H45 -0.274 -2.169 5.270
Br9 2.746 3.420 -5.980
C27 2.027 4.303 -4.397
C28 3.084 5.124 -3.700
Br10 4.298 3.992 -2.678
H46 1.597 3.524 -3.766
H47 1.225 4.944 -4.770
H48 2.630 5.791 -2.964
H49 3.697 5.712 -4.386
Br11 -1.205 4.598 -1.773
C29 -1.852 6.236 -2.611
C30 -2.051 7.333 -1.594
Br12 -3.686 7.058 -0.569
H50 -2.764 5.978 -3.151
H51 -1.077 6.512 -3.328
H52 -2.185 8.297 -2.089
H53 -1.233 7.410 -0.876
Br13 8.346 4.107 3.495
C31 8.438 5.017 5.217
C32 7.183 4.790 6.022
Br14 5.716 5.895 5.368
H54 8.637 6.069 5.011
H55 9.303 4.581 5.721
H56 7.330 5.099 7.060
H57 6.837 3.756 6.002
Br15 -6.859 1.889 -4.271
C33 -8.313 0.622 -3.980
C34 -8.665 0.520 -2.517
Br16 -7.358 -0.555 -1.550
H58 -8.000 -0.327 -4.417
H59 -9.154 1.020 -4.552
H60 -9.616 -0.002 -2.386
H61 -8.716 1.488 -2.015
Br17 1.302 -7.999 5.422
C35 1.399 -7.090 7.144
C36 0.146 -7.317 7.954
Br18 -1.326 -6.214 7.308
H62 1.597 -6.037 6.937
H63 2.265 -7.525 7.646
H64 0.298 -7.008 8.991
H65 -0.199 -8.352 7.935

=====

Formula: C36H65F3N2O8S6
Source: OMol25
Level of theory: ωB97M-V/def2-TZVPD

Computed properties:
**Charge**: 0

CARTESIAN COORDINATES (ANGSTROEM)
C1 -11.467 -9.647 16.655
S1 -10.561 -8.624 15.455
O1 -10.810 -7.197 15.738
C2 -8.984 -8.966 16.160
H1 -12.517 -9.455 16.360
H2 -11.381 -9.255 17.695
H3 -11.227 -10.781 16.560
H4 -8.788 -9.976 15.899
H5 -8.973 -8.794 17.218
H6 -8.299 -8.269 15.681
C3 -21.712 -10.037 16.494
S2 -23.112 -8.952 16.914
O2 -24.212 -9.768 17.549
C4 -22.386 -8.151 18.369
H7 -22.052 -10.600 15.566
H8 -21.385 -10.718 17.290
H9 -20.874 -9.369 16.295
H10 -23.152 -7.585 18.859
H11 -21.570 -7.486 18.002
H12 -21.969 -8.889 19.010
C5 -10.772 -12.720 19.040
S3 -12.441 -12.888 19.594
O3 -12.808 -11.451 19.777
C6 -13.026 -13.456 17.997
H13 -10.758 -11.947 18.306
H14 -10.459 -13.708 18.807
H15 -10.108 -12.447 19.877
H16 -14.090 -13.453 18.018
H17 -12.655 -14.428 17.730
H18 -12.838 -12.597 17.313
C7 -12.858 -13.629 13.862
S4 -11.103 -13.482 14.382
O4 -11.123 -12.805 15.684
C8 -10.646 -12.262 13.077
H19 -13.484 -14.251 14.465
H20 -12.886 -14.030 12.853
H21 -13.249 -12.581 13.858
H22 -10.943 -12.709 12.132
H23 -9.521 -12.079 13.105
H24 -11.133 -11.292 13.332
C9 -17.356 -15.274 13.732
S5 -16.881 -16.093 15.232
O5 -15.370 -16.071 15.366
C10 -17.433 -14.899 16.466
H25 -18.472 -15.388 13.809
H26 -17.041 -15.920 12.989
H27 -17.044 -14.259 13.695
H28 -17.280 -15.503 17.372
H29 -18.478 -14.682 16.322
H30 -16.870 -13.945 16.515
C11 -13.827 -7.966 19.763
S6 -14.871 -7.340 18.463
O6 -16.281 -7.866 18.757
C12 -14.962 -5.590 18.835
H31 -12.808 -7.568 19.523
H32 -13.888 -9.040 19.725
H33 -14.112 -7.530 20.738
H34 -16.022 -5.416 18.774
H35 -14.381 -5.010 18.169
H36 -14.638 -5.352 19.847
F1 -19.511 -7.712 15.333
C13 -19.825 -7.280 13.998
C14 -20.679 -8.067 13.228
C15 -20.849 -7.528 11.909
C16 -20.237 -6.381 11.463
C17 -19.487 -5.645 12.329
C18 -19.277 -6.058 13.603
H37 -21.035 -9.051 13.554
H38 -21.408 -8.087 11.199
H39 -20.597 -6.003 10.522
H40 -19.097 -4.646 12.118
H41 -18.615 -5.497 14.241
F2 -18.180 -5.929 20.802
C19 -18.231 -5.128 19.713
C20 -18.574 -5.582 18.490
C21 -18.671 -4.645 17.479
C22 -18.437 -3.287 17.697
C23 -18.045 -2.862 18.929
C24 -18.021 -3.787 19.958
H42 -18.699 -6.610 18.208
H43 -18.888 -4.942 16.467
H44 -18.554 -2.611 16.844
H45 -17.813 -1.823 19.163
H46 -17.544 -3.531 20.899
F3 -19.878 -11.449 13.436
C25 -20.450 -12.680 13.425
C26 -20.584 -13.391 14.657
C27 -21.391 -14.512 14.734
C28 -22.026 -15.027 13.612
C29 -21.833 -14.351 12.417
C30 -21.001 -13.185 12.271
H47 -20.157 -12.915 15.533
H48 -21.469 -14.973 15.715
H49 -22.628 -15.906 13.629
H50 -22.390 -14.710 11.605
H51 -20.845 -12.710 11.299
C31 -18.723 -10.952 19.619
C32 -18.632 -10.918 18.114
O7 -19.195 -11.819 17.411
N1 -18.017 -9.817 17.590
C33 -17.695 -9.783 16.164
H52 -19.257 -11.844 19.910
H53 -19.015 -9.906 20.023
H54 -17.683 -11.131 19.962
H55 -17.319 -9.377 18.092
H56 -17.123 -10.669 15.912
H57 -17.205 -8.852 15.945
H58 -18.575 -9.847 15.570
C34 -14.441 -4.336 15.430
C35 -14.980 -5.709 15.372
O8 -16.044 -5.999 15.833
N2 -14.168 -6.635 14.875
C36 -14.527 -8.012 14.631
H59 -14.210 -3.932 14.418
H60 -13.461 -4.239 15.910
H61 -15.115 -3.666 15.958
H62 -13.321 -6.298 14.495
H63 -15.538 -7.998 14.279
H64 -14.502 -8.621 15.489
H65 -14.082 -8.478 13.755

=====

Calculated HOMO in order - -10.94 -7.03 -8.29 eV